{
  "formula": "C33H35N3O4",
  "method": "ωB97M-V/def2-TZVPD",
  "relative_energy_ev": 0.091,
  "e_homo_ev": -7.7902,
  "homo_lumo_gap_ev": 7.2,
  "smiles": "CCN(CC)CCCN1C=C2C(=O)[C@](C)(OC(=O)CCc3ccccc3)C(=O)C=C2C=C1c1ccc(C#N)cc1",
  "multiplicity": 1,
  "species": ["C", "H", "H", "H", "C", "N", "C", "H", "C", "H", "H", "C", "N", "C", "C", "C", "C", "C", "O", "C", "C", "O", "C", "H", "H", "H", "O", "C", "O", "C", "H", "H", "C", "C", "C", "C", "C", "C", "C", "H", "H", "H", "H", "H", "H", "H", "H", "C", "C", "C", "C", "C", "C", "C", "C", "H", "H", "C", "N", "H", "H", "H", "H", "H", "H", "H", "C", "C", "H", "H", "H", "H", "H", "H", "H"],
  "coordinates": [[1.088445, 5.025537, 0.536889], [1.712168, 5.895288, 0.345218], [0.534005, 5.194292, 1.455622], [0.375322, 4.912326, -0.274319], [1.952136, 3.772299, 0.636886], [1.134068, 2.581872, 0.788714], [1.710783, 1.399921, 0.183688], [1.294411, 0.525130, 0.686720], [1.345554, 1.324921, -1.301401], [0.257750, 1.308082, -1.374617], [1.705836, 2.215557, -1.817233], [1.947745, 0.093211, -1.985232], [1.447595, -1.128923, -1.384329], [0.150136, -1.440722, -1.585564], [-0.526727, -2.356136, -0.839709], [0.120294, -2.999828, 0.272728], [-0.561933, -3.769509, 1.168628], [-1.981623, -3.920019, 1.143277], [-2.626648, -4.445589, 2.035928], [-2.744537, -3.383196, -0.090030], [-1.947146, -2.558837, -1.104726], [-2.509404, -2.096267, -2.077944], [-3.400532, -4.565223, -0.804165], [-3.991188, -4.199834, -1.640701], [-4.042179, -5.085623, -0.097960], [-2.633614, -5.245300, -1.167888], [-3.816901, -2.537067, 0.382639], [-3.437841, -1.341664, 0.806648], [-2.287998, -0.964756, 0.788348], [-4.607950, -0.503613, 1.250143], [-5.390539, -1.156612, 1.634930], [-4.268697, 0.182174, 2.026776], [-5.137693, 0.295697, 0.042787], [-4.100263, 1.253697, -0.473560], [-3.318394, 0.929782, -1.573880], [-2.350398, 1.807360, -2.029080], [-2.147587, 3.017852, -1.389894], [-2.923464, 3.349418, -0.292807], [-3.893588, 2.472808, 0.159828], [-4.499551, 2.737973, 1.015355], [-2.774084, 4.294876, 0.208905], [-1.390145, 3.700796, -1.745824], [-1.760150, 1.548386, -2.897422], [-3.461009, -0.016603, -2.074247], [-5.425761, -0.403209, -0.744404], [-6.026180, 0.845343, 0.361814], [-0.048348, -4.211521, 2.009373], [1.520674, -2.720577, 0.382861], [2.145960, -1.815015, -0.411449], [3.597455, -1.599192, -0.270012], [4.131650, -1.259115, 0.971279], [5.492949, -1.096692, 1.128693], [6.343337, -1.285232, 0.038622], [5.818082, -1.642386, -1.204066], [4.455059, -1.795618, -1.352970], [4.049540, -2.090365, -2.310140], [6.482748, -1.799719, -2.040308], [7.739635, -1.118179, 0.192279], [8.870671, -0.980173, 0.313937], [5.906663, -0.825082, 2.088260], [3.468219, -1.111295, 1.809783], [2.092467, -3.245346, 1.132632], [-0.366084, -0.911977, -2.373378], [3.034381, 0.121863, -1.896930], [1.682122, 0.091793, -3.046251], [2.810472, 1.368830, 0.302755], [0.669158, 2.360956, 2.148628], [-0.708181, 1.707976, 2.164622], [-1.412932, 2.330951, 1.621834], [-1.050837, 1.594436, 3.190375], [-0.704817, 0.728354, 1.694824], [0.598502, 3.330644, 2.644264], [1.386920, 1.749908, 2.724169], [2.529174, 3.676163, -0.285860], [2.672807, 3.879520, 1.466676]],
  "forces_ev_per_a": [[0.27, -0.18, 0.02], [0.02, 0.16, 0.02], [-0.09, 0.06, 0.10], [-0.09, 0.01, -0.11], [-0.16, 0.17, -0.03], [0.07, 0.00, 0.00], [-0.10, 0.12, -0.29], [0.05, -0.06, 0.04], [0.28, -0.28, 0.20], [-0.03, 0.05, -0.06], [-0.02, 0.08, -0.06], [0.04, 0.85, -0.21], [0.20, -0.39, 0.03], [-0.57, -0.51, 0.18], [0.71, 0.33, -0.38], [-0.52, -0.05, 0.14], [0.47, -0.05, 0.01], [-0.12, 0.17, 0.02], [-0.02, 0.05, -0.19], [-0.31, -0.25, -0.04], [-0.12, 0.09, -0.21], [0.06, -0.17, 0.10], [-0.04, 0.35, 0.18], [0.03, 0.03, -0.06], [0.04, -0.05, 0.06], [0.05, -0.08, -0.04], [-0.25, -0.60, -0.32], [0.00, 0.64, 0.53], [-0.14, -0.13, 0.13], [0.00, -0.10, -0.13], [0.03, 0.03, 0.06], [0.01, -0.07, -0.01], [0.09, -0.01, 0.14], [-0.13, 0.11, -0.11], [-0.07, -0.01, -0.02], [0.03, 0.01, -0.07], [0.07, 0.07, -0.04], [-0.02, 0.11, 0.01], [-0.01, -0.03, -0.04], [-0.08, 0.04, 0.10], [0.02, 0.07, 0.04], [0.07, 0.06, -0.02], [0.05, -0.03, -0.08], [-0.04, -0.07, -0.04], [-0.08, 0.04, 0.00], [0.00, -0.07, -0.06], [0.07, -0.06, 0.08], [0.24, 0.22, -0.17], [-0.26, -0.47, 0.40], [0.36, 0.05, 0.05], [-0.14, -0.03, -0.17], [0.20, -0.05, -0.13], [-0.91, -0.09, -0.05], [0.05, 0.04, 0.09], [-0.07, -0.02, 0.13], [-0.04, 0.00, -0.08], [0.04, -0.01, -0.04], [0.49, 0.07, 0.06], [0.38, 0.04, 0.04], [0.03, 0.02, 0.05], [-0.07, 0.04, 0.07], [0.13, -0.02, 0.01], [-0.02, 0.11, -0.04], [-0.17, -0.05, -0.11], [0.10, -0.08, 0.06], [-0.08, -0.05, 0.06], [-0.27, -0.07, 0.05], [0.30, 0.12, 0.09], [-0.07, 0.03, -0.04], [-0.09, -0.09, 0.13], [-0.03, -0.12, -0.04], [0.08, -0.01, 0.03], [0.02, 0.11, 0.00], [0.05, -0.02, 0.04], [0.03, -0.06, -0.10]]
}